P.
Here is a gas-phase ion, C4H10N3O (charge +1) from OMol25. Energies are from ωB97M-V/def2-TZVPD.

## Properties
net charge	+1
multiplicity	1
orbital gap	0.3993	Ha

CARTESIAN COORDINATES (ANGSTROEM)
C 2.83476 -0.59751 -0.28636
C 1.44053 -0.10667 0.06028
N 0.34612 -0.81545 0.04737
C -0.75764 -0.02187 0.18796
C -1.89209 -0.32388 1.14005
N -1.30016 0.18495 -1.31310
N -0.10083 1.55361 0.25849
O 1.28995 1.18226 0.34213
H 2.81335 -0.77656 -1.33120
H 2.90692 -1.53986 0.23149
H 3.46538 0.02401 0.15717
H -2.21288 -1.30201 1.24635
H -2.88334 0.09353 0.96889
H -1.52018 -0.11994 2.12173
H -1.72281 -0.62156 -1.71141
H -0.51756 0.21646 -1.94609
H -1.94958 0.95946 -1.29563
H -0.23995 2.01102 1.12187

Q.
Here is a gas-phase ion, C4H10N3O (charge +1) from OMol25. Energies are from ωB97M-V/def2-TZVPD.

## Properties
net charge	+1
multiplicity	1
orbital gap (alpha / beta)	0.2828 / 0.3087	Ha

CARTESIAN COORDINATES (ANGSTROEM)
C 1.72996 -0.51403 -0.37925
C 0.28688 -0.78280 -0.85904
C 0.91614 1.74409 0.31207
C -0.85221 -0.16914 -0.13155
N 1.85523 0.78850 0.09151
N -1.94191 0.40229 -0.68805
N -1.13734 -0.95828 1.08791
O 2.54088 -1.38232 -0.41353
H 0.27052 -0.22470 -1.81410
H 0.20116 -1.89398 -1.10964
H 0.61857 2.47667 -0.46207
H 0.77305 2.10404 1.34084
H 2.56870 0.72082 0.82199
H -1.85586 0.15686 -1.73285
H -2.25724 1.24507 -0.28593
H -1.44093 -0.52309 1.97577
H -0.38572 -1.63720 1.34066
H -1.88987 -1.55278 0.90527

The most stable arrangement is P, and the next structure is 0.0323 hartree less stable.

P.
Here is 2 unconnected molecules or ions with the total composition C4H10O3 from OMol25. Energies are from ωB97M-V/def2-TZVPD.

## Properties
net charge	-2
multiplicity	1
orbital gap	0.2451	Ha

CARTESIAN COORDINATES (ANGSTROEM)
C -1.74271 1.59481 1.62809
O -1.42015 2.16853 2.82484
C -0.28931 1.07838 1.01702
C -0.42371 0.23890 -0.28423
C 0.90200 -0.21355 -0.91630
O 0.83201 -0.94100 -2.14385
H -2.17682 2.46052 0.90945
H -2.55799 0.90592 1.68302
H 0.33117 1.89586 0.66656
H 0.33550 0.48060 1.70065
H -1.07292 0.79488 -1.06102
H -0.99195 -0.82754 -0.14546
H 1.75276 0.60049 -0.94402
H 1.33650 -0.96240 -0.18460
H 1.10023 -1.90160 -2.06652
H 2.50166 -3.24066 -1.12835
O 1.68367 -3.27719 -1.69314

Q.
Here is 2 unconnected molecules or ions with the total composition C4H10O3 from OMol25. Energies are from ωB97M-V/def2-TZVPD.

## Properties
net charge	-2
multiplicity	1
orbital gap	0.2238	Ha

CARTESIAN COORDINATES (ANGSTROEM)
C -0.21625 -0.04101 -0.13190
C 0.21534 1.36022 0.23079
C -0.30719 1.82689 1.63331
O -0.44635 3.15445 1.81206
C 0.77568 -1.18315 0.15989
O 0.50718 -2.34302 -0.58928
H -0.39087 -0.06028 -1.23678
H -1.25528 -0.29342 0.08249
H 1.30752 1.39656 0.22365
H 0.02234 2.22033 -0.43927
H -1.27425 1.25551 1.96806
H 0.37158 1.41919 2.45161
H 1.82796 -0.80021 0.18277
H 0.52386 -1.58162 1.16799
H 0.12301 -2.16255 -2.00299
H -1.34657 -2.00857 -2.58878
O -0.43774 -2.15933 -2.92363

The most stable arrangement is Q, and the next structure is 0.0081 hartree less stable.

P.
Here is C9H8N2 in the gas phase from OMol25. Energies are from ωB97M-V/def2-TZVPD.

## Properties
multiplicity	1
orbital gap	0.3329	Ha

CARTESIAN COORDINATES (ANGSTROEM)
C -3.14715 -0.15756 -0.00992
C -2.58231 1.01038 -0.30569
C -1.20406 1.09128 -0.26802
C -0.43867 -0.05818 0.15020
C 1.00698 -0.03606 0.25147
C 1.86618 0.97806 0.61542
C 3.23156 0.50303 0.21030
C 3.13286 -0.73369 -0.32957
N 1.74385 -0.99604 -0.33032
N -1.01219 -1.19703 0.36090
C -2.32923 -1.25524 0.29372
H -4.38800 -0.36123 -0.02651
H -3.30277 1.93761 -0.51754
H -0.53482 2.09214 -0.48314
H 1.60047 1.94826 0.88273
H 3.96074 1.13403 0.20168
H 3.73460 -1.49098 -0.77942
H 1.33300 -2.05059 -0.78340
H -2.67104 -2.35820 0.86711

Q.
Here is C9H8N2 in the gas phase from OMol25. Energies are from ωB97M-V/def2-TZVPD.

## Properties
multiplicity	1
orbital gap	0.3501	Ha

CARTESIAN COORDINATES (ANGSTROEM)
C 3.12780 -0.03835 -0.11614
C 2.47246 -1.18440 0.36365
C 0.97843 -1.27441 0.28432
C 0.38890 -0.08308 -0.07641
C -1.19772 -0.13810 -0.14862
N -1.96580 -0.87781 -0.91053
C -3.25115 -0.55833 -0.60593
C -3.31071 0.39606 0.39833
N -1.95394 0.59793 0.72357
C 1.00142 1.03985 -0.51843
C 2.40525 1.04345 -0.43485
H 4.12191 0.00064 -0.10242
H 3.11877 -1.90750 0.59512
H 0.60887 -2.18709 0.55258
H -4.15611 -1.07556 -1.27369
H -4.10691 1.10751 1.08001
H -1.63071 1.14635 1.49016
H 0.47412 1.97160 -0.56602
H 2.87512 2.02124 -0.73470

The most stable arrangement is Q, and the next structure is 0.0393 hartree less stable.

P.
Here is 2 unconnected molecules or ions with the total composition CH3N2O3S from OMol25. Energies are from ωB97M-V/def2-TZVPD.

## Properties
net charge	-1
multiplicity	1
orbital gap (alpha / beta)	0.2281 / 0.3350	Ha

CARTESIAN COORDINATES (ANGSTROEM)
C -0.08488 -0.17831 -1.07910
N 0.28372 0.10395 -2.46465
N 0.14233 1.20479 -1.46938
O -1.33643 -0.21441 2.70687
O 0.33124 -1.94033 2.87791
O 1.03354 0.37486 2.52309
S -0.00193 -0.62981 2.36774
H -1.06094 -0.67639 -0.94226
H 1.33056 0.12320 -2.82650
H -0.63722 1.83245 -1.69372

Q.
Here is a gas-phase ion, CH3N2O3S (charge -1) from OMol25. Energies are from ωB97M-V/def2-TZVPD.

## Properties
net charge	-1
multiplicity	1
orbital gap	0.2914	Ha

CARTESIAN COORDINATES (ANGSTROEM)
O 2.51111 0.60756 0.89543
C 1.48942 0.64490 0.22818
O 0.88460 1.57106 -0.31025
N 0.86060 -0.73347 0.22976
N -0.43755 -1.08435 -0.02736
S -1.83994 0.10015 0.83010
O -1.81931 1.39595 -0.21327
H 1.24883 -1.08769 1.12659
H -0.51049 -0.89677 -1.03723
H -0.85330 1.67256 -0.36712

The most stable arrangement is Q, and the next structure is 0.1504 hartree less stable.